{"formula": "C37H45AlAsCl4N5O7S2", "method": "ωB97M-V/def2-TZVPD", "e_lumo_ev": -5.393, "charge": 2, "e_homo_ev": -12.49, "e_above_lowest_kcal_mol": 14.8, "multiplicity": 1, "orbital_gap_ev": 7.1, "elements": ["Al", "N", "C", "C", "C", "C", "C", "C", "N", "C", "C", "C", "C", "N", "C", "C", "H", "H", "H", "H", "H", "H", "H", "H", "H", "C", "C", "C", "S", "O", "C", "C", "C", "H", "H", "H", "H", "H", "H", "H", "H", "H", "H", "H", "H", "H", "H", "O", "Cl", "O", "O", "O", "C", "As", "C", "C", "O", "H", "H", "H", "H", "H", "H", "H", "H", "H", "Cl", "C", "C", "C", "C", "C", "C", "N", "C", "C", "N", "C", "O", "C", "C", "C", "Cl", "S", "C", "C", "C", "Cl", "C", "H", "H", "H", "H", "H", "H", "H", "H", "H", "H", "H", "H", "H"], "xyz": [[-1.266, 0.505, -1.287], [-3.226, -0.990, 5.481], [-3.476, -1.882, 6.500], [-3.941, -1.713, 7.804], [-4.073, -2.858, 8.555], [-3.757, -4.133, 8.037], [-3.301, -4.294, 6.753], [-3.157, -3.141, 5.970], [-2.729, -3.011, 4.670], [-2.782, -1.730, 4.413], [-2.407, -1.185, 3.120], [-2.450, 0.175, 2.797], [-2.069, 0.588, 1.542], [-1.664, -0.256, 0.572], [-1.638, -1.571, 0.882], [-1.981, -2.060, 2.118], [-3.347, 0.005, 5.532], [-4.186, -0.740, 8.208], [-4.430, -2.782, 9.573], [-3.883, -4.998, 8.673], [-3.059, -5.267, 6.349], [-2.779, 0.921, 3.507], [-2.091, 1.637, 1.279], [-1.334, -2.243, 0.095], [-1.938, -3.120, 2.323], [-7.655, 0.231, -0.338], [-6.491, 1.199, -0.145], [-5.335, 0.836, -1.074], [-3.981, 2.002, -0.922], [-2.837, 1.281, -1.672], [-4.494, 3.307, -2.045], [-4.467, 2.967, -3.536], [-3.116, 3.231, -4.190], [-8.469, 0.473, 0.342], [-7.347, -0.797, -0.144], [-8.042, 0.280, -1.356], [-6.148, 1.173, 0.891], [-6.832, 2.218, -0.342], [-5.632, 0.791, -2.123], [-4.888, -0.124, -0.807], [-3.853, 4.162, -1.821], [-5.496, 3.548, -1.679], [-5.221, 3.599, -4.009], [-4.783, 1.936, -3.709], [-2.827, 4.276, -4.064], [-3.172, 3.031, -5.259], [-2.337, 2.596, -3.775], [-1.672, -1.314, -1.837], [-1.946, -1.275, -3.348], [-3.294, -1.634, -3.554], [-1.017, -2.136, -3.977], [-1.693, 0.120, -3.661], [2.124, 3.335, -0.674], [0.851, 2.371, 0.371], [0.342, 3.479, 1.842], [1.665, 0.766, 1.025], [-0.564, 2.038, -0.500], [2.905, 3.683, 0.004], [1.647, 4.189, -1.151], [2.564, 2.676, -1.421], [1.236, 3.845, 2.346], [-0.253, 2.899, 2.544], [-0.237, 4.319, 1.463], [2.420, 0.435, 0.314], [0.900, 0.001, 1.147], [2.136, 0.969, 1.986], [5.037, 0.497, 2.903], [4.929, -0.024, 1.255], [4.651, -1.352, 0.967], [4.558, -1.739, -0.358], [4.718, -0.834, -1.406], [4.688, -1.362, -2.831], [3.284, -1.804, -3.256], [2.269, -0.795, -2.976], [2.210, 0.469, -3.512], [1.143, 1.077, -2.939], [0.542, 0.193, -2.060], [1.250, -0.927, -2.126], [5.452, -2.540, -2.958], [6.807, -2.337, -3.388], [7.566, -1.411, -2.495], [8.012, -0.174, -2.857], [7.884, 0.555, -4.407], [8.791, 0.658, -1.576], [8.519, -0.660, -0.512], [7.875, -1.684, -1.126], [4.968, 0.492, -1.076], [5.148, 1.708, -2.306], [5.096, 0.904, 0.244], [4.537, -2.070, 1.767], [4.404, -2.785, -0.600], [5.056, -0.588, -3.511], [3.021, -2.708, -2.710], [3.278, -2.035, -4.320], [2.912, 0.813, -4.251], [0.738, 2.057, -3.122], [1.032, -1.841, -1.598], [6.809, -1.957, -4.413], [7.241, -3.335, -3.387], [8.881, -0.615, 0.502], [7.630, -2.617, -0.638], [5.335, 1.934, 0.473]]}



{"formula": "C6H12O", "method": "ωB97M-V/def2-TZVPD", "e_lumo_ev": 1.096, "e_homo_ev": -9.08, "smiles": "C1[C@H]2C[C@@H]12.CCO", "e_above_lowest_kcal_mol": 90.6, "multiplicity": 1, "orbital_gap_ev": 10.2, "elements": ["C", "C", "O", "C", "C", "C", "C", "H", "H", "H", "H", "H", "H", "H", "H", "H", "H", "H", "H"], "xyz": [[0.290, -1.114, 2.781], [-0.318, -0.186, 1.757], [0.751, 0.243, 0.948], [-0.338, 0.848, -1.052], [0.426, 1.519, -2.121], [-0.580, 0.435, -2.406], [-0.005, -0.634, -1.558], [1.112, -0.576, 3.264], [0.721, -1.974, 2.257], [-0.424, -1.459, 3.531], [-0.776, 0.700, 2.221], [-1.122, -0.689, 1.184], [-0.940, 1.356, -0.289], [1.499, 1.329, -2.180], [0.124, 2.528, -2.387], [-1.494, 0.425, -2.957], [-0.637, -1.475, -1.256], [0.997, -0.999, -1.865], [0.715, -0.278, 0.128]]}



{"formula": "C16H18AlBr2F7N3", "method": "ωB97M-V/def2-TZVPD", "e_lumo_ev": 1.681, "charge": -1, "e_homo_ev": -6.27, "multiplicity": 1, "orbital_gap_ev": 7.9, "elements": ["N", "C", "C", "C", "C", "C", "C", "C", "C", "C", "F", "Br", "C", "F", "F", "Br", "C", "C", "C", "N", "C", "C", "N", "C", "H", "H", "H", "H", "H", "H", "H", "H", "H", "H", "H", "H", "H", "H", "H", "H", "H", "H", "F", "Al", "F", "F", "F"], "xyz": [[4.329, -1.965, 0.688], [4.035, -1.750, -0.765], [2.625, -2.405, -1.126], [1.628, -1.395, -1.876], [0.291, -1.165, -1.046], [-0.020, 0.341, -0.735], [-1.345, 0.861, -1.091], [-2.464, -0.024, -1.759], [-2.900, -1.130, -0.694], [-4.391, -1.018, -0.221], [-4.796, 0.307, -0.021], [-4.449, -1.882, 1.584], [-5.437, -1.807, -1.138], [-4.848, -2.547, -2.147], [-6.143, -2.735, -0.368], [-6.791, -0.618, -1.946], [-1.688, 2.303, -0.790], [-0.683, 3.121, -0.155], [0.679, 2.622, 0.251], [1.523, 3.537, 0.866], [2.703, 2.911, 1.182], [3.044, 1.489, 0.914], [2.211, 0.629, 0.276], [0.999, 1.220, -0.057], [3.544, -1.535, 1.189], [4.240, -2.981, 0.809], [4.037, -0.653, -1.029], [4.837, -2.224, -1.395], [2.194, -2.813, -0.174], [2.843, -3.305, -1.779], [2.210, -0.461, -2.084], [1.350, -1.910, -2.839], [0.400, -1.694, -0.051], [-0.533, -1.693, -1.587], [-3.308, 0.582, -2.172], [-1.944, -0.565, -2.606], [-2.666, -2.137, -1.148], [-2.208, -1.052, 0.194], [-2.682, 2.757, -1.048], [-0.938, 4.198, 0.041], [3.479, 3.531, 1.706], [4.052, 1.102, 1.211], [2.336, 2.362, 4.400], [0.592, 2.391, 4.588], [0.014, 4.028, 4.373], [0.174, 1.824, 6.189], [-0.138, 1.350, 3.383]]}



{"formula": "C5H11NO", "method": "ωB97M-V/def2-TZVPD", "e_lumo_ev": [-4.954, -7.940], "charge": 1, "e_homo_ev": [-15.02, -14.99], "s_squared": 0.761, "e_above_lowest_kcal_mol": 59.9, "multiplicity": 2, "orbital_gap_ev": [10.1, 7.1], "elements": ["C", "C", "C", "C", "C", "N", "H", "H", "H", "H", "H", "H", "H", "H", "H", "H", "H", "O"], "xyz": [[-2.132, -0.330, -0.651], [-0.940, 0.510, -0.097], [0.351, -0.102, -0.310], [0.958, -0.355, -1.527], [0.630, -1.672, 1.421], [1.074, -0.724, 0.718], [-1.808, -1.005, -1.436], [-2.758, -0.847, 0.071], [-2.771, 0.431, -1.080], [-1.049, 0.784, 0.966], [-0.953, 1.516, -0.539], [0.696, 0.187, -2.433], [1.807, -1.027, -1.577], [1.300, -2.212, 2.075], [-0.364, -2.100, 1.393], [1.716, 2.901, 1.481], [2.277, 1.566, 0.845], [1.966, 2.478, 0.679]]}



{"formula": "H14O7", "method": "ωB97M-V/def2-TZVPD", "e_lumo_ev": 0.137, "e_homo_ev": -10.80, "smiles": "O.O.O.O.O.O.O", "e_above_lowest_kcal_mol": 63.5, "multiplicity": 1, "orbital_gap_ev": 10.9, "elements": ["H", "H", "H", "H", "H", "H", "H", "H", "H", "H", "H", "H", "H", "H", "O", "O", "O", "O", "O", "O", "O"], "xyz": [[0.434, 0.668, -0.334], [1.993, 0.767, -0.685], [-0.966, 0.634, 3.526], [-1.595, 2.044, 3.619], [-2.972, 0.058, 0.313], [-1.991, -0.640, 1.086], [-1.404, -3.536, -2.765], [-0.780, -2.299, -2.025], [3.594, 0.070, 3.293], [2.995, -0.545, 4.434], [-2.389, 1.434, -1.871], [-3.820, 0.886, -2.054], [2.892, 0.768, -4.178], [3.561, -0.031, -3.033], [1.280, 0.912, 0.040], [-1.221, 1.440, 3.054], [-2.927, -0.339, 1.140], [-0.602, -3.087, -2.422], [3.689, -0.720, 3.846], [-2.917, 0.681, -1.734], [3.146, 0.836, -3.251]]}



{"formula": "C3H7N2O", "method": "ωB97M-V/def2-TZVPD", "e_lumo_ev": -4.345, "charge": 1, "e_homo_ev": -14.51, "e_above_lowest_kcal_mol": 73.6, "multiplicity": 1, "orbital_gap_ev": 10.2, "elements": ["C", "C", "C", "N", "N", "O", "H", "H", "H", "H", "H", "H", "H"], "xyz": [[0.578, 0.450, -2.277], [-0.914, 0.369, 0.170], [-0.353, 0.218, 1.571], [0.785, 0.322, -1.011], [-0.220, -1.144, 1.564], [-1.801, 0.391, -0.543], [1.399, 0.522, -3.065], [-0.488, 0.694, -2.449], [-0.947, 0.651, 2.410], [0.620, 0.643, 1.576], [-0.991, -1.780, 1.827], [0.563, -1.394, 0.934], [1.770, 0.056, -0.706]]}



{"formula": "C2H5O2S2", "method": "ωB97M-V/def2-TZVPD", "e_lumo_ev": 2.565, "charge": -1, "e_homo_ev": -3.97, "e_above_lowest_kcal_mol": 18.8, "multiplicity": 1, "orbital_gap_ev": 6.5, "elements": ["C", "S", "S", "H", "H", "H", "H", "O", "C", "O", "H"], "xyz": [[0.364, 0.332, -0.908], [1.593, 1.146, -1.946], [2.586, 2.385, -0.608], [-0.588, 0.259, -1.434], [0.064, 0.984, -0.086], [0.684, -0.634, -0.540], [3.797, 1.857, -0.834], [-2.717, -2.416, 2.332], [-2.136, -1.607, 1.588], [-1.805, -1.693, 0.385], [-1.843, -0.614, 2.052]]}